Record 1
ORCA calculation (the ωB97M-V functional and the def2-TZVPD basis) on 2 unconnected molecules or ions with the total composition CH4N4.

Each line ends with the natural charge from an NBO analysis.
Cartesian coordinates (Å):
C 0.86 0.01 -0.12  0.808
N -2.31 -0.66 -0.54  0.471
N -2.20 0.26 0.04  -0.028
N 1.35 -1.02 0.33  -0.708
N 0.28 1.00 -0.32  -0.575
H 1.49 -1.16 1.29  0.490
H 1.94 -1.47 -0.34  0.492
H 0.51 1.88 -0.76  0.506
H -1.91 1.17 0.41  0.544

net charge	+2
lowest unoccupied orbital energy	-11.00	eV
HOMO-LUMO gap	11.6	eV
energy above the lowest of the compared OMol25 structures with the same formula, charge and spin	12.8	kcal/mol
HOMO	-22.561	eV



Record 2
ORCA calculation (the ωB97M-V functional and the def2-TZVPD basis) on CH4N4O in the gas phase.

Each line ends with the natural charge from an NBO analysis.
Cartesian coordinates (Å):
O -1.26 -0.01 -0.54  -0.696
C -0.31 0.40 0.43  0.079
N 1.00 0.31 -0.16  -0.169
N 2.15 0.92 0.14  -0.015
N 2.92 0.00 -0.11  -0.039
N 1.68 -0.97 -0.21  -0.340
H -0.85 0.42 -1.42  0.472
H -0.45 -0.19 1.28  0.186
H -0.55 1.52 0.77  0.176
H 1.60 -1.39 -1.05  0.346

net charge	0
lowest unoccupied orbital energy	0.66	eV
HOMO-LUMO gap	11.1	eV
energy above the lowest of the compared OMol25 structures with the same formula, charge and spin	78.1	kcal/mol
HOMO	-10.392	eV



Record 3
ORCA calculation (the ωB97M-V functional and the def2-TZVPD basis) on CH4N4O in the gas phase.

Each line ends with the natural charge from an NBO analysis.
Cartesian coordinates (Å):
C -0.85 0.60 0.07  0.083
N 2.50 -0.39 0.02  -0.145
N 1.59 1.09 0.23  -0.167
N 1.25 -0.84 -0.15  -0.309
N 0.63 0.29 0.06  -0.041
O -1.63 -0.39 -0.48  -0.725
H -1.17 0.81 1.09  0.185
H -0.99 1.57 -0.60  0.204
H 0.92 -1.83 -0.36  0.417
H -2.25 -0.91 0.11  0.498

net charge	0
lowest unoccupied orbital energy (alpha / beta)	0.19 / -0.20	eV
HOMO-LUMO gap (alpha / beta)	5.8 / 9.2	eV
energy above the lowest of the compared OMol25 structures with the same formula, charge and spin	92.1	kcal/mol
HOMO (alpha / beta)	-5.601 / -9.404	eV
multiplicity	3



Number 1: E_tot -258.7098 a.u.. Number 2: E_tot -334.5954 a.u.. Number 3: E_tot -334.4415 a.u..